No. 1
A cluster of 2 separate species, C5H11N3O in total at a distorted geometry, computed with wB97M-V/def2-TZVPD.

Calculated values
* structure (SMILES): C[C@]1(C#N)[C@H](N)[C@@H]1N.O
* ΔE to the lowest compared entry with this formula, charge and spin: 39.7 kcal/mol
* E_HOMO: -0.33094 hartree

Geometry as ORCA input:
```
! wB97M-V def2-TZVPD RIJCOSX def2/J DEFGRID3
* xyz 0 1
C -2.4128 -1.8774 -0.9116
C -2.5496 -0.5140 -0.2652
C -1.2935 0.1253 0.0546
N -0.3390 0.6863 0.4110
C -3.7005 -0.2444 0.7131
N -4.5793 -1.3161 1.0569
C -3.7231 0.4116 -0.6341
N -4.6693 -0.0880 -1.5794
H -3.4028 -2.3059 -1.0969
H -1.8846 -1.8058 -1.8722
H -1.8558 -2.5603 -0.2563
H -3.4497 0.3957 1.5578
H -5.2072 -1.0348 1.8014
H -5.1477 -1.5914 0.2600
H -3.4788 1.4790 -0.6582
H -5.5752 0.3536 -1.4468
H -4.3770 0.0846 -2.5370
O 2.3369 -0.0418 -0.7240
H 2.5604 0.6842 -0.1020
H 2.9652 -0.7388 -0.5112
*
```

These are the Löwdin partial charges, in e, on atoms 1 to 6: -0.0316 -0.3740 -0.1619 0.1623 -0.2642 0.0623

=====

No. 2
A cluster of 2 separate species, C5H11N3O in total, computed with wB97M-V/def2-TZVPD.

Calculated values
* structure (SMILES): CNC(N)=O.CC#CN
* ΔE to the lowest compared entry with this formula, charge and spin: 31.6 kcal/mol
* E_HOMO: -0.30351 hartree

Geometry as ORCA input:
```
! wB97M-V def2-TZVPD RIJCOSX def2/J DEFGRID3
* xyz 0 1
C 2.5323 -0.4763 -0.4062
N 1.3447 -0.8801 0.3039
C 0.7015 -2.0621 0.1502
N 1.3283 -3.0080 -0.6160
O -0.3915 -2.2699 0.6564
H 2.7309 0.5687 -0.1838
H 3.4003 -1.0624 -0.0868
H 2.4138 -0.5850 -1.4887
H 0.7802 -0.1639 0.7558
H 0.9216 -3.9275 -0.5832
H 2.3182 -2.9558 -0.7767
C -2.6828 3.0776 -0.8314
C -2.0780 2.1016 0.0538
C -1.5948 1.2809 0.7834
N -0.9459 0.3975 1.5771
H -3.6710 3.3630 -0.4678
H -2.0604 3.9715 -0.8954
H -2.7882 2.6529 -1.8299
H -1.1302 -0.5763 1.3233
H -1.1291 0.5535 2.5620
*
```

These are the Löwdin partial charges, in e, on atoms 1 to 6: -0.0940 0.0095 -0.6315 0.1656 0.0085 0.0856

=====

No. 3
A cluster of 2 separate species, C5H11N3O2 in total at a distorted geometry, computed with wB97M-V/def2-TZVPD.

Calculated values
* structure (SMILES): N#CC[C@H](N)CC(=O)O.N
* ΔE to the lowest compared entry with this formula, charge and spin: 19.0 kcal/mol
* E_HOMO: -0.35418 hartree

Geometry as ORCA input:
```
! wB97M-V def2-TZVPD RIJCOSX def2/J DEFGRID3
* xyz 0 1
N 2.0509 3.0646 2.3039
C 1.7083 1.9629 2.2275
C 1.2676 0.5702 2.1118
C 0.7883 0.2148 0.6832
N -0.3199 1.0250 0.2073
C 0.3960 -1.2613 0.6218
C 0.3587 -1.7804 -0.7998
O 1.1484 -1.4434 -1.6606
O -0.3672 -2.9028 -0.8954
H 0.4541 0.4071 2.8356
H 2.1056 -0.0770 2.4087
H 1.6309 0.3690 -0.0050
H -1.0642 1.0782 0.8992
H -0.0314 1.9735 -0.0110
H 1.1307 -1.8785 1.1619
H -0.5814 -1.4305 1.0946
H 0.1047 -3.5475 -1.4417
N -2.1109 -0.5278 -1.9592
H -2.0865 0.4536 -1.6843
H -2.0544 -0.5921 -2.9790
H -3.0010 -0.9204 -1.6633
*
```

These are the Löwdin partial charges, in e, on atoms 1 to 6: 0.1406 -0.2313 -0.1486 -0.4060 0.0570 -0.0774

=====

No. 4
A structure of composition C5H11N3O2 at a distorted geometry, computed with wB97M-V/def2-TZVPD.

Calculated values
* ΔE to the lowest compared entry with this formula, charge and spin: 126.6 kcal/mol
* E_HOMO: -0.27041 hartree

Geometry as ORCA input:
```
! wB97M-V def2-TZVPD RIJCOSX def2/J DEFGRID3
* xyz 0 1
C 2.3812 -0.3572 0.7899
C -0.2256 -2.0507 -0.4700
N 1.5702 -0.0239 -0.3645
C -2.5796 -0.1363 -0.0271
C -0.7456 0.3725 0.3153
C -0.1381 -0.5993 -0.2530
N 1.8032 1.2602 -0.7882
N -0.6173 1.6859 0.6532
O -3.2343 1.0784 -0.0702
O -3.1536 -1.1366 -0.3842
H -4.1417 0.9196 -0.3897
H 1.9131 1.9697 -0.0595
H 1.9890 1.2889 -1.7839
H -1.3090 2.0432 1.2983
H -0.5712 2.2789 -0.1697
H 2.2634 0.3805 1.5997
H 2.0975 -1.3362 1.1662
H 3.4381 -0.3838 0.5002
H -1.2119 -2.2914 -0.8655
H 0.5586 -2.3624 -1.1594
H -0.0864 -2.6001 0.4623
*
```

These are the Löwdin partial charges, in e, on atoms 1 to 6: -0.1289 -0.0533 -0.2278 -0.3554 -0.1759 -0.1287

=====

No. 5
The molecule C5H11N3Si at a distorted geometry, computed with wB97M-V/def2-TZVPD.

Calculated values
* structure (SMILES): C[SiH](C)Cn1cncn1
* ΔE to the lowest compared entry with this formula, charge and spin: 55.2 kcal/mol
* E_HOMO: -0.34939 hartree

Geometry as ORCA input:
```
! wB97M-V def2-TZVPD RIJCOSX def2/J DEFGRID3
* xyz 0 1
C 0.9373 0.8764 -1.0668
Si 0.9683 -0.0040 0.7373
C 0.8975 -1.9555 0.5920
C -0.8365 0.3494 1.5648
N -1.9493 0.2747 0.5130
C -2.7675 1.2067 0.0649
N -3.5408 0.7047 -0.8479
C -3.2256 -0.5700 -0.8782
N -2.2222 -0.8391 -0.0700
H 1.2482 1.8289 -1.1062
H 1.4039 0.3784 -1.8670
H -0.1148 0.8001 -1.3391
H 2.0312 0.7834 1.3094
H 0.6240 -2.2891 -0.3537
H 1.9623 -2.2550 0.7102
H 0.3318 -2.5055 1.3070
H -0.9127 -0.3725 2.3878
H -0.7845 1.4104 1.8057
H -2.6973 2.2284 0.3253
H -3.6015 -1.2941 -1.4545
*
```

These are the Löwdin partial charges, in e, on atoms 1 to 6: -0.1819 0.7414 -0.2080 -0.1659 -0.1946 -0.1948

=====

No. 6
The ion C5H11N4 with charge +1 at a distorted geometry, computed with wB97M-V/def2-TZVPD.

Calculated values
* structure (SMILES): NCCCc1[nH]nc[nH+]1
* ΔE to the lowest compared entry with this formula, charge and spin: 72.9 kcal/mol
* E_HOMO: -0.45909 hartree

Geometry as ORCA input:
```
! wB97M-V def2-TZVPD RIJCOSX def2/J DEFGRID3
* xyz 1 1
N -1.1222 3.1159 0.6624
C -0.1289 2.0129 0.3525
C -0.8233 0.9818 -0.6877
C -1.0830 -0.4880 -0.0922
C 0.2099 -1.4187 -0.0148
N 0.9676 -1.7843 1.1718
N 1.9906 -2.6235 0.8264
C 1.9213 -2.8492 -0.5882
N 0.8059 -2.0924 -1.1633
H -1.4013 3.0722 1.6522
H -0.7126 4.0395 0.4342
H 0.2469 1.5120 1.3153
H 0.7357 2.5477 -0.2029
H -0.2698 0.9854 -1.7009
H -1.8644 1.4360 -0.9175
H -1.5176 -0.3734 0.9575
H -1.8264 -1.0297 -0.7967
H 0.7805 -1.4883 2.1481
H 2.6083 -3.5177 -1.2062
H 0.4829 -2.0384 -2.1501
*
```

These are the Löwdin partial charges, in e, on atoms 1 to 6: -0.0381 -0.2573 -0.1885 -0.1151 -0.0859 0.0712

=====

No. 7
The ion C5H11N4 with charge +1 at a distorted geometry, computed with wB97M-V/def2-TZVPD.

Calculated values
* structure (SMILES): C=CC/N=[NH+]/N/N=C\C
* ΔE to the lowest compared entry with this formula, charge and spin: 151.5 kcal/mol
* E_HOMO (alpha / beta): -0.48633 / -0.48634 hartree

Geometry as ORCA input:
```
! wB97M-V def2-TZVPD RIJCOSX def2/J DEFGRID3
* xyz 1 1
C 2.8309 -0.4213 -0.7306
C 2.0557 -0.3016 0.3358
C 1.3087 0.9838 0.5864
N -0.1135 0.7148 0.4137
N -0.7857 1.3018 -0.4864
N -2.0958 1.1489 -0.7014
N -2.7450 0.3820 0.2085
C -2.0488 -0.6245 0.7248
C -1.2238 -1.6141 0.0848
H 3.4960 -1.2566 -0.8486
H 3.0268 0.4014 -1.3822
H 1.6649 -1.1034 0.9478
H 1.5556 1.7921 -0.1644
H 1.4581 1.4593 1.5891
H -0.3704 2.1506 -0.9725
H -2.5083 1.8537 -1.3318
H -2.5190 -1.0191 1.6562
H -1.8449 -2.5206 0.3642
H -0.8139 -1.4457 -0.9874
H -0.3277 -1.8814 0.6938
*
```

These are the Löwdin partial charges, in e, on atoms 1 to 6: 0.0511 -0.1586 -0.1690 0.0491 0.0249 0.0212

=====

No. 8
A cluster of 2 separate species, C5H11N4O in total at a distorted geometry, computed with wB97M-V/def2-TZVPD.

Calculated values
* ΔE to the lowest compared entry with this formula, charge and spin: 57.3 kcal/mol
* E_HOMO: -0.52512 hartree

Geometry as ORCA input:
```
! wB97M-V def2-TZVPD RIJCOSX def2/J DEFGRID3
* xyz 1 1
C -1.6644 1.0118 -2.4102
C 2.2468 -2.6167 0.9882
C -0.5835 1.0444 -0.3893
C 2.8110 -3.8349 1.3515
C -1.2933 2.7323 1.0712
N 1.7979 -1.5738 0.7417
N -2.8614 1.0231 -2.1712
N -0.7426 0.3292 -1.5022
N 0.2036 0.5494 0.5052
O -1.1682 2.2347 -0.2849
H -1.0305 1.4280 -3.1163
H 2.2327 -4.1878 2.2880
H 3.8698 -3.8644 1.2539
H 2.4273 -4.5937 0.6239
H -0.3473 3.2938 1.4056
H -1.4705 1.8264 1.6671
H -2.1839 3.3955 1.1728
H -3.4767 1.4385 -2.8781
H -0.2246 -0.4106 -1.7758
H 0.6753 -0.3013 0.3608
H 0.7824 1.0759 1.0980
*
```

These are the Löwdin partial charges, in e, on atoms 1 to 6: -0.2177 -0.2386 -0.4096 -0.0537 -0.0008 0.1610

=====

No. 9
A cluster of 2 separate species, C5H11N4O in total at a distorted geometry, computed with wB97M-V/def2-TZVPD.

Calculated values
* <S²>: 2.01
* ΔE to the lowest compared entry with this formula, charge and spin: 0.0 kcal/mol
* E_HOMO (alpha / beta): -0.39089 / -0.49519 hartree

Geometry as ORCA input:
```
! wB97M-V def2-TZVPD RIJCOSX def2/J DEFGRID3
* xyz 1 3
C 0.2354 1.6066 1.6894
C -0.7421 1.6860 2.6052
C -0.0718 0.4835 0.8378
C 1.7731 0.7728 -0.9218
C 0.6261 -0.0046 -0.3363
N -1.6464 0.6902 2.3683
N -1.2675 -0.0052 1.4023
N 0.1496 -1.0794 -0.9331
N 2.0262 0.1907 -2.2907
O -2.5571 -2.4425 -0.5313
H 0.9566 2.3118 1.2850
H -1.0083 2.2885 3.4179
H 2.6446 0.8607 -0.3345
H 1.4481 1.8026 -1.0875
H -1.8619 -0.6534 0.9099
H -0.6462 -1.5622 -0.6363
H 0.7515 -1.4974 -1.6622
H -3.3828 -2.1545 -0.1434
H 2.4239 -0.8042 -2.2485
H 2.5497 0.8614 -2.8476
H -2.4005 -3.3513 -0.5426
*
```

These are the Löwdin partial charges, in e, on atoms 1 to 6: 0.0206 -0.0376 -0.0451 -0.1781 -0.2119 0.0976

=====

No. 10
A structure of composition C5H11N4OS at a distorted geometry, computed with wB97M-V/def2-TZVPD.

Calculated values
* ΔE to the lowest compared entry with this formula, charge and spin: 112.5 kcal/mol
* E_HOMO: -0.48981 hartree

Geometry as ORCA input:
```
! wB97M-V def2-TZVPD RIJCOSX def2/J DEFGRID3
* xyz 1 1
C 2.7376 0.0928 0.2046
C -0.5712 0.4419 -0.2198
C 3.5943 -0.7007 1.1508
C -3.3997 -1.4313 -0.0337
C 1.9430 -0.6475 -0.8475
N -2.4647 2.0174 -0.1703
N -2.4789 0.7862 -0.0444
N -0.0745 1.5892 -0.4639
N -3.4159 0.0012 0.0219
O 2.4677 1.2408 0.2838
S 0.1849 -1.0633 -0.2555
H 4.6268 -0.4070 0.9234
H 3.2416 -0.2480 2.1170
H 3.4819 -1.7635 1.0664
H -4.5679 -1.6040 0.1104
H -2.8350 -2.0038 0.5925
H -3.0939 -1.5947 -1.1307
H 2.3139 -1.5718 -1.0980
H 1.6956 0.0490 -1.7317
H -3.3173 2.4197 0.1042
H -0.9606 2.3243 -0.2904
H 0.8921 2.0731 -0.2891
*
```

These are the Löwdin partial charges, in e, on atoms 1 to 6: -0.5119 -0.4635 0.0254 -0.0796 -0.2752 0.0637

=====

No. 11
The ion C5H11N4S with charge +1 at a distorted geometry, computed with wB97M-V/def2-TZVPD.

Calculated values
* structure (SMILES): [H]/N=C(/N)N[N@@H+]1CSC=C1C
* ΔE to the lowest compared entry with this formula, charge and spin: 97.1 kcal/mol
* E_HOMO: -0.47308 hartree

Geometry as ORCA input:
```
! wB97M-V def2-TZVPD RIJCOSX def2/J DEFGRID3
* xyz 1 1
H 1.5328 -0.4669 -1.9275
N 1.7948 -1.3411 -1.4646
C 1.4746 -1.5057 -0.2552
N 1.7264 -2.6245 0.4764
N 0.6954 -0.5517 0.4871
N 0.1512 0.5954 -0.1254
C 0.9287 1.9781 0.7183
S -0.5049 2.7304 1.4381
C -1.7382 1.7587 0.7170
C -1.3173 0.7161 -0.0137
C -2.2745 -0.1511 -0.8010
H 2.4510 -3.1732 0.1697
H 0.9863 -2.8641 1.1033
H 0.9005 -0.5772 1.4630
H 0.3403 0.4469 -1.1187
H 1.6814 1.4256 1.4258
H 1.4789 2.6670 -0.0326
H -2.6932 1.9809 0.9063
H -3.3076 0.1090 -0.4661
H -1.8690 -1.1750 -0.8492
H -2.4377 0.0223 -1.8512
*
```

These are the Löwdin partial charges, in e, on atoms 1 to 6: 0.0428 0.1486 -0.5173 0.1736 0.0482 -0.0221

=====

No. 12
A cluster of 2 separate species, C5H11N5 in total at a distorted geometry, computed with wB97M-V/def2-TZVPD.

Calculated values
* ΔE to the lowest compared entry with this formula, charge and spin: 133.1 kcal/mol
* E_HOMO: -0.33058 hartree

Geometry as ORCA input:
```
! wB97M-V def2-TZVPD RIJCOSX def2/J DEFGRID3
* xyz 0 1
C -1.4552 -0.1273 0.6954
C 0.2458 -1.7933 0.0575
C 1.2118 -0.5391 -0.4953
C 2.4840 -0.5028 0.1989
C 0.5225 0.8857 -0.2486
H -3.0091 1.3666 0.1974
H -2.1094 0.5148 -1.0540
H -1.8250 -0.5466 1.6993
H -1.7418 -2.0309 -0.4067
H 0.4275 -2.5472 -0.6701
H 0.6594 -1.9672 0.9965
H 1.3207 -0.9754 -1.5935
H -0.1944 0.9189 -1.0649
H 0.7527 2.6664 0.3224
H 1.3419 2.1159 -1.7645
H 0.1849 0.9135 1.9554
N -2.6074 0.4804 -0.1103
N -0.9882 -1.2401 -0.1115
N 3.5597 -0.3227 0.6224
N 1.5271 1.8403 -0.2191
N -0.3075 0.8900 0.9933
*
```

These are the Löwdin partial charges, in e, on atoms 1 to 6: -0.3832 -0.1982 -0.2064 -0.2555 -0.6186 0.0639